76
Properties=species:S:1:pos:R:3 method="wB97M-V/def2-TZVPD" gap_ev="5.96 / 3.10" e_lumo_ev="-5.646 / -9.598" charge=+2 multiplicity=6 max_force_ev_per_a=6.1 s2=8.773 total_energy_ev=-71580.113 homo_ev="-11.60 / -12.70"
Ir -1.4557 4.9404 -0.0719
C -2.5712 -0.7476 -1.8411
C -3.2240 0.3650 -2.1911
C -4.6583 0.7167 -1.8560
C -4.7806 1.7828 -0.7542
C -4.2936 1.3407 0.6182
C -3.3728 0.3716 0.7665
C -3.7931 -1.0509 0.3850
C -3.0266 -1.7032 -0.7820
C -0.3176 4.8751 1.6602
H -1.6459 -1.0592 -2.3499
H -2.6923 1.1369 -2.7709
H -5.2337 -0.1832 -1.6014
H -5.0962 1.1468 -2.7712
H -4.1841 2.6640 -1.0541
H -5.8239 2.1252 -0.6630
H -4.5556 2.0510 1.4263
H -2.4012 0.4584 1.2899
H -4.8686 -1.0604 0.1299
H -3.7045 -1.7125 1.2639
H -2.1457 -2.2216 -0.3802
H -3.6655 -2.4968 -1.2053
H -0.0811 3.7980 1.7463
H -0.7844 5.2312 2.5902
H 0.5774 5.4903 1.4721
P -2.5406 6.3055 1.2551
P -2.3833 5.9586 -1.7958
N -3.5289 5.5487 2.4431
N -1.8321 7.7996 2.2803
N -4.1000 5.6007 -2.1650
N -1.8565 6.4254 -3.4404
C -3.5633 7.3831 0.2029
C -2.7257 7.6138 -1.0629
C -3.0375 5.0800 3.6765
C -4.1053 4.8922 4.5382
C -5.3024 5.1995 3.8141
C -4.9262 5.5865 2.5325
C -0.5471 7.9514 2.7831
C -0.4470 9.1893 3.4270
C -1.7009 9.8388 3.2735
C -2.5399 8.9498 2.6119
C -4.5855 4.4009 -2.6977
C -5.9413 4.5418 -2.9870
C -6.3167 5.8730 -2.6274
C -5.1730 6.5066 -2.1702
C -2.7939 6.6613 -4.4746
C -2.3885 7.7500 -5.2270
C -1.1005 8.1509 -4.7316
C -0.7918 7.3274 -3.6599
H -3.8497 8.3435 0.6537
H -4.5017 6.8436 0.0033
H -3.1819 8.3354 -1.7604
H -1.6942 7.9399 -0.8370
H -1.9892 4.8561 3.8047
H -4.0323 4.5764 5.5715
H -6.3123 5.1370 4.2018
H -5.5098 5.8526 1.6602
H 0.1795 7.1659 2.6550
H 0.4099 9.5486 3.9659
H -1.9839 10.8192 3.6143
H -3.5822 9.0630 2.3460
H -3.9190 3.5595 -2.8530
H -6.5975 3.7901 -3.4060
H -7.2877 6.3480 -2.6931
H -5.0699 7.5111 -1.7904
H -3.6767 6.0510 -4.5681
H -2.9728 8.2179 -6.0002
H -0.5053 8.9612 -5.1178
H 0.0977 7.2799 -3.0507
F 1.2729 4.5140 -0.8530
C 0.0413 3.9361 -1.1341
F -0.1487 4.0621 -2.5050
C 0.1923 2.4096 -0.8399
F 1.1348 1.8563 -1.6403
F 0.5706 2.1512 0.4393
F -0.9659 1.7224 -1.0588

51
Properties=species:S:1:pos:R:3 method="wB97M-V/def2-TZVPD" gap_ev=8.67 e_lumo_ev=0.439 charge=0 max_force_ev_per_a=15.4 total_energy_ev=-55278.700 homo_ev=-8.23
C -3.6372 -1.4076 0.8065
H -4.4009 -1.1447 1.3219
O -2.4203 -0.7517 1.3579
C -1.2530 -1.2598 1.0276
C -0.3310 -1.1722 1.8889
C 0.9156 -1.4154 1.9137
C 1.2921 -2.0420 0.8424
C 0.4247 -2.1044 -0.4483
C -0.9455 -1.7605 -0.2623
O -1.7925 -2.0078 -1.1602
C -1.4880 -2.3217 -2.3594
H -2.4346 -2.4529 -3.0915
H -1.0269 -3.7220 -2.3640
H -0.6521 -1.8165 -2.8351
H 0.7675 -2.5749 -1.3836
C 2.7545 -2.3417 0.6153
N 3.7292 -1.3950 0.9823
H 4.6089 -1.6130 1.1199
C 3.7433 0.0627 0.0287
C 3.6300 1.2549 1.0926
H 2.9175 1.0436 1.7100
H 4.5340 1.4231 1.5690
C 3.3005 2.5866 0.2514
C 1.9432 2.4592 -0.4141
O 1.8699 3.0993 -1.9125
N 1.0792 1.7619 0.0375
C -0.2873 1.4148 -0.4644
C -0.5107 1.2582 -1.7710
C -1.9217 0.9843 -2.1134
C -2.8690 1.3648 -1.3566
C -2.6947 1.9665 -0.1794
C -1.4280 1.9249 0.1976
Cl -1.0604 2.5526 1.9489
C -3.8703 2.0987 0.7379
H -3.7871 3.1935 1.0953
H -4.7532 2.3092 0.2788
H -3.8161 1.5968 1.4723
H -3.9098 1.3579 -1.5493
H -2.0309 0.6869 -3.2037
Cl 0.6327 0.6316 -2.6077
H 1.1746 1.4620 1.1936
H 3.9527 2.7768 -0.2880
H 3.1346 3.2786 0.9108
H 2.6519 -0.2107 -0.4390
H 4.3541 0.0622 -0.7099
H 3.1951 -3.2461 1.1048
H 3.0795 -2.7087 -0.5190
H 1.8255 -1.2953 2.6805
H -0.6711 -0.4587 2.8597
H -3.7427 -2.4300 0.7215
H -3.7758 -0.9582 -0.3352

19
Properties=species:S:1:pos:R:3 method="wB97M-V/def2-TZVPD" gap_ev=9.46 e_lumo_ev=-4.641 charge=+1 max_force_ev_per_a=3.8 total_energy_ev=-8909.524 homo_ev=-14.10
C 2.1004 -0.3923 0.2973
C 0.8173 -1.0868 0.4296
N 0.7092 -2.3709 0.7714
C -0.4667 -0.4566 -0.0285
C -0.6095 1.1042 -0.4211
C -2.1126 1.4174 -0.7506
O -0.1060 1.7616 0.6527
H 1.8946 0.5859 0.6109
H 2.4222 -0.3885 -0.7236
H 2.8630 -0.8439 1.0398
H -0.2019 -2.8610 0.8201
H 1.4518 -3.0785 0.8681
H -1.2176 -0.5951 0.6699
H -0.7252 -1.0608 -0.9416
H -0.0447 1.2584 -1.2481
H -2.3607 2.4259 -0.3799
H -2.7550 0.5259 -0.3633
H -2.1013 1.4683 -1.8118
H 0.4426 2.5868 0.5085

101
Properties=species:S:1:pos:R:3 method="wB97M-V/def2-TZVPD" gap_ev="5.68 / 6.50" e_lumo_ev="-5.726 / -5.693" charge=+2 multiplicity=3 max_force_ev_per_a=4.1 s2=2.021 total_energy_ev=-107947.383 homo_ev="-11.40 / -12.20"
Ti -16.2737 -7.2855 9.3851
C -13.7722 -3.5274 6.0037
C -15.0820 -3.3432 6.7032
C -15.1641 -2.0107 7.3404
C -16.1187 -1.6110 8.2239
C -17.4320 -2.3005 8.2301
C -17.2747 -4.2542 7.2009
N -15.9260 -4.3258 6.6970
C -17.8849 -5.6092 6.7933
C -18.2631 -5.9190 5.4878
C -18.9710 -7.1183 5.2687
C -19.3317 -7.9134 6.3376
C -18.8200 -7.5859 7.5888
N -17.9636 -6.5333 7.7679
C -18.9612 -8.4245 8.7501
C -19.6888 -9.6172 8.7179
C -19.7971 -10.3497 9.9151
C -19.4153 -9.7388 11.1116
C -18.6990 -8.5340 11.0682
C -18.2960 -7.8990 12.3674
N -18.3127 -7.9734 9.8924
H -12.9982 -2.8636 6.3874
H -13.4266 -4.5543 6.1214
H -13.8716 -3.3515 4.9284
H -14.2773 -1.3826 7.1851
H -15.9476 -0.7241 8.8445
H -18.1898 -1.6804 8.6866
H -18.1048 -5.1821 4.6976
H -19.2389 -7.3784 4.2391
H -20.0355 -8.7396 6.2544
H -20.1589 -9.9177 7.7900
H -20.1871 -11.3782 9.9326
H -19.5317 -10.1692 12.1176
H -18.9239 -8.3171 13.1817
H -17.2470 -8.1139 12.6035
H -18.4358 -6.8269 12.3413
N -15.9869 -10.4867 10.9601
N -15.4835 -11.1728 9.8444
C -15.2167 -10.5245 8.7036
N -14.5706 -11.2192 7.7537
N -15.5587 -9.2070 8.4921
N -15.3928 -8.4186 7.3705
O -15.3939 -7.1831 7.5352
O -15.3550 -9.0075 6.3078
H -15.2599 -10.4136 11.6747
H -16.8252 -10.9653 11.2978
H -15.3457 -12.1831 9.8427
H -13.8825 -11.8761 8.1353
H -14.1268 -10.6802 7.0123
O -13.7164 -7.9266 11.0573
N -14.8664 -7.0749 11.0117
C -15.0654 -6.6126 12.2502
C -15.7580 -5.4166 12.6353
C -15.7592 -5.0558 14.0444
C -16.4600 -3.9360 14.4593
C -17.1756 -3.1980 13.4923
C -17.0779 -3.4599 12.1200
C -16.3190 -4.5463 11.6740
P -15.9977 -4.7464 9.8732
C -14.2520 -4.1110 9.8342
C -13.9428 -2.9443 10.5604
C -12.6308 -2.5029 10.7357
C -11.5599 -3.2646 10.2112
C -11.8417 -4.4281 9.4998
C -13.1678 -4.8365 9.2671
C -17.4003 -3.8424 8.7329
C -17.9111 -2.8385 6.8153
C -19.3601 -2.8041 6.5889
C -20.2492 -3.2396 7.5414
C -19.9529 -3.8014 8.8265
C -18.7341 -4.1397 9.3718
H -13.5634 -8.1376 10.1273
H -14.5761 -7.1707 13.0416
H -15.1976 -5.6696 14.7742
H -16.4819 -3.6579 15.5210
H -17.8253 -2.3694 13.8065
H -17.5846 -2.8102 11.3989
H -14.7310 -2.3333 11.0211
H -12.4636 -1.5840 11.3030
H -10.5207 -2.9572 10.3864
H -11.0426 -5.0567 9.0847
H -13.3469 -5.7194 8.6210
H -17.4375 -2.3390 5.9439
H -19.7536 -2.3775 5.6497
H -21.3329 -3.2117 7.3252
H -20.8379 -4.0303 9.4480
H -18.7987 -4.6795 10.3253
C -11.4508 -6.0442 4.0638
N -11.4663 -6.9907 5.1345
C -12.5637 -7.6656 5.5241
S -12.5833 -8.4476 7.0436
N -13.6439 -7.6398 4.7060
C -13.6297 -7.5750 3.2521
H -10.5207 -5.4831 4.0579
H -12.2480 -5.3035 4.1484
H -11.5440 -6.5225 3.0835
H -10.6628 -7.0383 5.7592
H -14.4809 -8.1117 5.0552
H -13.5610 -6.5816 2.8547
H -14.5790 -7.9779 2.9103
H -12.8533 -8.1983 2.8053

43
Properties=species:S:1:pos:R:3 method="wB97M-V/def2-TZVPD" gap_ev=7.01 e_lumo_ev=-4.912 charge=+1 max_force_ev_per_a=0.7 total_energy_ev=-25482.243 homo_ev=-11.92
O 2.1217 -3.4155 2.3943
N 1.9802 -3.4824 1.2932
O 0.9502 -2.2339 0.8046
C -0.3226 -2.4939 0.9305
C -1.2463 -1.4159 1.1041
C -2.5588 -1.7159 1.2497
C -2.9450 -3.0551 1.2014
N -2.0134 -3.9755 1.0289
N -0.7210 -3.7622 0.8925
H -0.8897 -0.3928 1.1472
H -3.3013 -0.9423 1.3993
H -3.9669 -3.4024 1.2998
H -2.2662 -4.9573 0.9850
C -0.4751 -2.5265 -3.3757
C -1.0041 -1.1401 -3.7027
O -0.7403 -0.1697 -2.7027
C 0.6300 0.0825 -2.4300
C 1.4345 0.5965 -3.6085
H -0.8829 -2.8780 -2.4238
H -0.7715 -3.2286 -4.1549
H 0.6130 -2.5498 -3.3096
H -2.0910 -1.1655 -3.7811
H -0.6234 -0.8092 -4.6739
H 1.0992 -0.8128 -2.0017
H 0.6118 0.8390 -1.6431
H 1.4908 -0.1318 -4.4180
H 2.4544 0.8153 -3.2919
H 0.9896 1.5098 -4.0034
C 1.1800 4.9560 2.4121
C 0.2123 3.9640 3.0299
O -0.4011 3.0886 2.0912
C 0.4673 2.2654 1.3455
C 1.2759 1.2965 2.1935
H 0.6828 5.5499 1.6449
H 1.5529 5.6301 3.1830
H 2.0442 4.4674 1.9598
H -0.6220 4.4931 3.4883
H 0.7038 3.3925 3.8251
H 1.1269 2.8628 0.7062
H -0.1923 1.7102 0.6721
H 1.9455 1.8089 2.8827
H 1.8766 0.6392 1.5631
H 0.5909 0.6895 2.7930

21
Properties=species:S:1:pos:R:3 method="wB97M-V/def2-TZVPD" gap_ev=7.11 e_lumo_ev=-1.447 charge=0 max_force_ev_per_a=3.6 total_energy_ev=-23321.122 homo_ev=-8.55
C -2.0838 -1.3500 -0.8204
C -2.9426 -0.9371 0.1667
C 3.2264 -0.3208 0.1614
C 3.0664 1.0370 0.6871
C -0.7121 -0.9844 -0.9397
C -2.7546 0.0565 1.1370
C 2.0361 -0.6739 -0.3382
C 1.8340 1.4573 0.2824
C -0.1384 0.2553 -0.6840
C -2.1407 1.2304 0.9017
N 1.1668 0.3600 -0.2113
O -0.7634 2.8439 -0.9930
P -1.3592 1.5908 -0.5777
H -2.3595 -2.1537 -1.4246
H -3.6731 -1.7220 0.2761
H 4.1826 -0.8248 0.2945
H 3.7622 1.5914 1.1815
H -0.1043 -1.9733 -1.0649
H -3.0925 -0.2646 2.1199
H 1.5437 -1.6188 -0.5922
H 1.3061 2.4007 0.4377

111
Properties=species:S:1:pos:R:3 method="wB97M-V/def2-TZVPD" gap_ev=1.48 e_lumo_ev=-7.990 charge=+1 max_force_ev_per_a=6.6 total_energy_ev=-157910.019 homo_ev=-9.47
C -1.0240 4.3912 6.1034
C -0.6929 2.9536 5.4419
N 0.1354 2.1774 6.4296
Si 1.3467 1.1204 5.6204
C 2.9202 2.1721 5.1857
C 4.1793 1.2689 4.7326
C 4.0362 0.5808 3.2856
C 4.8759 1.2749 2.1166
F 4.2917 0.8499 0.8601
F 6.2162 0.8259 2.0575
C 4.8114 2.8700 2.0599
F 5.5598 3.5252 3.0184
F 3.4129 3.2953 1.9944
F 5.3608 3.2457 0.8103
H -2.1556 4.5632 6.1680
H -0.6478 4.4669 7.1856
H -0.6086 5.2480 5.4758
H -0.1779 3.0701 4.4362
H -1.6942 2.4329 5.2252
H -0.5401 1.5461 6.9031
H 0.7409 0.6501 4.3540
H 1.6693 0.0062 6.5204
H 2.5772 2.9158 4.3987
H 3.1963 2.7408 6.1339
H 4.2235 0.4049 5.4913
H 5.1786 1.8191 4.8681
H 2.9618 0.4399 2.9309
H 4.4579 -0.4839 3.3953
Cs 0.2407 -0.0136 8.0237
O -3.3810 -0.0027 4.7278
H -3.6728 -0.8418 4.3421
H -3.9125 0.6648 4.2633
F -5.2894 0.4788 2.7895
C 4.5211 -2.1980 -1.5340
O 4.9123 -2.7552 -0.4772
O 4.3083 -0.8642 -1.3279
O 4.3093 -2.6513 -2.6693
H 4.5720 -0.9340 -0.3896
C 0.2172 2.2513 0.0233
C 1.4870 2.6407 -0.7361
C 1.2998 3.7428 -1.7690
C 0.3559 3.4779 -2.9327
N 0.7045 2.3591 -3.9241
C 2.1858 2.0467 -4.1200
C 2.4766 0.7231 -3.4263
C 1.1417 0.0822 -3.0823
C 0.0358 1.0195 -3.5513
C 0.1520 2.8100 -5.2806
H -0.6144 2.0329 -0.6495
H 0.4016 1.3513 0.6186
H -0.0882 3.0497 0.7079
H 1.9074 1.7479 -1.1979
H 2.2475 2.9777 -0.0076
H 2.2793 4.0563 -2.1422
H 0.9171 4.6256 -1.2414
H 0.3211 4.4012 -3.5174
H -0.6666 3.3024 -2.5908
H 2.3697 1.9303 -5.1893
H 2.7978 2.8742 -3.7647
H 3.0939 0.8654 -2.5383
H 3.0640 0.0696 -4.0770
H 1.0599 -0.1017 -2.0068
H 1.0402 -0.8935 -3.5612
H -0.7444 1.1804 -2.7920
H -0.4407 0.6107 -4.4408
H 0.6875 3.7134 -5.5795
H -0.9126 3.0044 -5.1678
H 0.3212 2.0162 -6.0085
C -8.2429 -3.3223 -2.4611
C -8.5656 -2.2415 -3.2784
C -7.5836 -1.6374 -4.0544
C -6.2709 -2.1054 -4.0062
C -5.9429 -3.1726 -3.1689
C -6.9347 -3.7876 -2.4048
C -4.5439 -3.6481 -3.0707
O -4.2564 -4.5818 -2.3433
C -3.4969 -2.9640 -3.8651
C -2.1657 -3.3631 -3.7399
C -1.1781 -2.7362 -4.4909
C -1.5177 -1.7149 -5.3759
C -2.8422 -1.3110 -5.4992
C -3.8330 -1.9287 -4.7369
C -5.2356 -1.4667 -4.8499
O -5.5312 -0.5713 -5.6211
H -9.0121 -3.7988 -1.8627
H -9.5847 -1.8711 -3.3120
H -7.8418 -0.7993 -4.6929
H -6.6883 -4.6261 -1.7624
H -1.8957 -4.1598 -3.0547
H -0.1425 -3.0450 -4.3883
H -0.7469 -1.2301 -5.9678
H -3.0991 -0.5121 -6.1866
O -2.9644 -2.6916 4.2298
H -2.1728 -3.2356 4.2788
Al 2.0963 2.0906 1.3225
Br -2.4429 1.8740 -3.6550
C 1.9939 -2.1994 0.8213
C 1.6727 -2.2430 2.2979
O 0.5034 -2.9838 2.6038
C 0.5195 -4.3656 2.2622
C 1.6035 -5.1540 2.9761
H 1.1309 -1.8517 0.2460
H 2.8351 -1.5289 0.6370
H 2.2645 -3.1848 0.4388
H 1.4885 -1.2180 2.6401
H 2.5248 -2.6161 2.8779
H 0.5902 -4.4892 1.1777
H -0.4545 -4.7651 2.5562
H 2.6014 -4.8450 2.6549
H 1.5012 -6.2202 2.7650
H 1.5449 -4.9997 4.0568

13
Properties=species:S:1:pos:R:3 method="wB97M-V/def2-TZVPD" gap_ev=10.54 e_lumo_ev=0.645 charge=0 max_force_ev_per_a=6.2 total_energy_ev=-14211.320 homo_ev=-9.90
N -0.5747 1.4976 0.0450
C -0.0595 0.2359 -0.5114
C 1.2388 -0.3037 -0.1822
O 1.6224 -1.4404 -0.3320
O 1.8655 0.5558 0.4698
C -0.9760 -0.9356 -0.0966
F -0.8282 -0.9771 1.2545
F -2.2543 -0.3783 -0.2583
H -0.2935 1.4900 1.1208
H -1.6038 1.7460 0.0536
H 0.0013 0.3206 -1.6126
H 2.7551 0.1364 0.6682
H -0.8931 -1.9472 -0.6188

60
Properties=species:S:1:pos:R:3 method="wB97M-V/def2-TZVPD" gap_ev=7.93 e_lumo_ev=-3.596 charge=+1 max_force_ev_per_a=1.3 total_energy_ev=-130744.446 homo_ev=-11.53
C 6.0018 1.9910 -0.4353
O 5.8365 0.5859 -0.4612
C 4.4953 0.1477 -0.3288
C 4.4858 -1.3608 -0.1120
C 3.7194 -1.8333 1.1376
C 2.8433 -3.0568 0.8781
C 1.5430 -2.7686 0.1372
C 0.6200 -1.7935 0.8697
C -0.7913 -1.7308 0.2546
C -1.1582 -0.4236 -0.4178
C -0.3465 -0.1655 -1.7216
C 1.0428 0.4333 -1.5155
F -0.2384 -1.3675 -2.4127
O -0.8719 0.6680 0.4849
C -1.5458 1.7934 0.0769
C -1.5730 2.9036 1.1174
C -2.0056 2.5947 2.5406
O -1.2412 2.2769 3.3765
Br -3.8569 2.9533 3.0228
N -2.8387 1.2622 -0.6154
C -4.1560 1.8627 -0.3050
C -5.0050 1.9477 -1.5700
O -4.7302 2.7171 -2.4340
Cl -6.3975 0.9213 -1.6312
C -2.7016 -0.2563 -0.6355
S -3.1057 -0.8358 -2.3443
C -3.6770 -1.0099 0.2821
C -3.6520 -0.7248 1.7551
O -2.7906 -0.2352 2.3993
F -4.8026 -1.1241 2.3021
H 5.0476 2.5130 -0.3514
H 6.4813 2.3257 -1.3521
H 6.6123 2.2670 0.4216
H 3.9597 0.4171 -1.2447
H 4.0287 0.6547 0.5196
H 4.0831 -1.8649 -0.9894
H 5.5187 -1.6821 -0.0227
H 4.4334 -2.0983 1.9147
H 3.1224 -1.0248 1.5559
H 3.4178 -3.7692 0.2870
H 2.5930 -3.5529 1.8152
H 0.9950 -3.7084 0.0527
H 1.7152 -2.4327 -0.8854
H 0.5103 -2.1702 1.8853
H 1.0562 -0.8073 0.9683
H -1.5002 -1.9279 1.0486
H -0.9199 -2.5242 -0.4792
H -0.9003 0.5079 -2.3854
H 1.2422 0.7620 -0.5048
H 1.1959 1.2627 -2.2000
H 1.7777 -0.3200 -1.7810
H -1.0048 2.2432 -0.7666
H -0.5358 3.2107 1.2218
H -2.1047 3.7553 0.6991
H -2.6811 1.5203 -1.5936
H -4.0191 2.8892 0.0119
H -4.6867 1.3471 0.4821
H -4.3409 -1.2788 -2.1062
H -4.6916 -0.8131 -0.0571
H -3.5074 -2.0732 0.1412